Here is C29H36AsAuF3O6SSe as an isolated structure at a distorted geometry from the Open Molecules 2025 dataset. Energies are from wB97M-V/def2-TZVPD.

```
78
C29H36AsAuF3O6SSe wB97M-V/def2-TZVPD
Au 1.904 -1.619 -1.031
C -6.510 4.440 1.957
C -5.435 3.538 1.424
C -5.765 2.472 0.601
C -4.805 1.604 0.111
C -5.206 0.472 -0.781
C -3.463 1.797 0.460
Se -2.116 0.581 -0.182
C -3.111 2.875 1.283
C -1.679 3.089 1.665
C -4.097 3.727 1.749
H -7.478 4.160 1.547
H -6.317 5.481 1.701
H -6.567 4.372 3.044
H -6.801 2.310 0.335
H -6.288 0.400 -0.863
H -4.817 -0.470 -0.394
H -4.791 0.614 -1.780
H -1.286 2.204 2.163
H -1.565 3.939 2.333
H -1.070 3.258 0.777
H -3.812 4.554 2.386
F 5.400 -0.563 -1.892
C 4.861 0.027 -2.974
F 5.820 0.074 -3.905
F 4.608 1.298 -2.614
S 3.270 -0.872 -3.499
O 2.292 -0.103 -2.731
O 3.228 -0.682 -4.918
O 3.515 -2.202 -3.007
O 0.506 -2.840 -2.279
C -0.540 -2.159 -2.116
O -0.567 -1.125 -1.421
C -1.767 -2.699 -2.781
C -1.633 -3.829 -3.580
C -2.735 -4.384 -4.202
C -3.988 -3.817 -4.024
C -4.127 -2.694 -3.223
C -3.022 -2.136 -2.605
H -0.648 -4.255 -3.694
H -2.613 -5.260 -4.825
H -4.854 -4.249 -4.510
H -5.104 -2.251 -3.081
H -3.121 -1.265 -1.977
C 4.983 0.935 0.561
As 3.255 -0.023 0.312
C 3.123 -0.633 2.159
C 2.035 1.536 0.333
C 2.235 2.448 1.491
C 3.084 3.552 1.417
C 3.294 4.370 2.513
C 2.655 4.113 3.713
C 1.794 3.032 3.798
C 1.595 2.208 2.706
H 4.918 1.537 1.470
H 5.182 1.588 -0.287
H 5.787 0.202 0.655
H 3.408 0.143 2.877
H 3.764 -1.509 2.268
H 2.104 -0.963 2.343
H 1.032 1.099 0.331
H 2.187 2.046 -0.623
H 3.571 3.781 0.479
H 3.960 5.218 2.430
H 2.818 4.749 4.572
H 1.269 2.836 4.722
H 0.909 1.376 2.777
C 1.033 -4.959 0.133
C 2.342 -4.206 0.406
C 3.044 -4.818 1.632
O 2.139 -2.862 0.651
H 1.224 -6.023 -0.011
H 0.565 -4.554 -0.759
H 0.355 -4.823 0.975
H 3.009 -4.335 -0.466
H 2.371 -4.783 2.485
H 3.937 -4.242 1.863
H 3.312 -5.852 1.427
```

The value obtained for the energy above the lowest of the compared OMol25 structures with the same formula, charge and spin is 448.6 kJ/mol. Its total charge is -1. The spin multiplicity is 1. The HOMO-LUMO gap (spin up / spin down) is 2.593 / 2.597 eV.